1.
Entry from the Open Molecules 2025 dataset: a 13-piece molecular cluster, C21H68N18O13 overall at a distorted geometry (ωB97M-V/def2-TZVPD).

## Properties
Total energy = -2804.8819 Eh
<S²> = 0.75

ORCA input file:
```
! wB97M-V def2-TZVPD RIJCOSX def2/J DEFGRID3
* xyz -1 2
C 20.561 -4.905 -0.341
O 20.206 -5.069 0.801
N 21.800 -4.987 -0.794
N 19.748 -4.698 -1.334
H 22.027 -4.680 -1.729
H 22.438 -5.331 -0.090
H 18.743 -4.670 -1.238
H 20.111 -4.737 -2.275
C 20.029 -2.184 2.907
O 20.806 -1.346 3.408
N 19.899 -2.327 1.648
N 19.367 -3.065 3.518
H 20.420 -1.664 1.093
H 19.141 -2.916 1.334
H 19.025 -3.921 3.106
H 19.515 -3.202 4.508
C 19.292 -0.843 -1.150
O 19.847 -0.222 -0.202
N 17.996 -1.011 -1.354
N 20.028 -1.309 -2.177
H 17.324 -0.800 -0.629
H 17.736 -1.487 -2.206
H 21.007 -1.064 -2.208
H 19.521 -1.658 -2.978
C 15.682 -2.744 4.853
O 15.223 -1.637 4.893
N 15.317 -3.689 5.630
N 16.505 -3.184 3.980
H 14.644 -3.451 6.345
H 15.812 -4.559 5.498
H 16.959 -4.085 4.018
H 16.655 -2.550 3.208
C 15.576 -7.501 -3.005
O 15.179 -7.187 -4.055
N 16.290 -6.760 -2.228
N 15.215 -8.601 -2.389
H 16.543 -5.861 -2.612
H 16.698 -7.121 -1.378
H 15.625 -8.924 -1.524
H 14.596 -9.125 -2.990
C 18.299 -6.429 4.161
O 17.637 -5.476 4.587
N 18.659 -7.450 4.847
N 18.711 -6.497 2.939
H 19.294 -8.071 4.367
H 18.437 -7.665 5.809
H 19.333 -7.258 2.708
H 18.575 -5.820 2.202
C 17.330 0.285 2.152
O 16.772 -0.539 1.510
N 18.235 1.106 1.665
N 17.148 0.504 3.394
H 18.419 1.986 2.124
H 18.834 0.726 0.945
H 16.307 0.101 3.781
H 17.613 1.286 3.834
C 17.082 -3.878 -4.177
O 17.621 -3.041 -3.436
N 17.752 -4.758 -4.834
N 15.801 -4.010 -4.467
H 18.726 -4.555 -4.657
H 17.340 -5.436 -5.460
H 15.499 -4.739 -5.098
H 15.212 -3.257 -4.142
C 13.233 -0.839 0.911
O 13.542 -0.270 -0.099
N 12.041 -1.056 1.314
N 14.035 -1.107 1.918
H 11.899 -1.390 2.257
H 11.328 -0.531 0.829
H 15.038 -1.016 1.849
H 13.600 -1.478 2.751
C 15.385 -4.609 1.419
C 16.193 -3.936 0.282
C 15.286 -3.218 -0.780
O 17.254 -3.172 0.797
H 15.962 -5.280 2.055
H 14.673 -5.268 0.922
H 14.879 -3.933 2.107
H 16.690 -4.784 -0.188
H 15.909 -2.862 -1.601
H 14.926 -2.296 -0.325
H 14.483 -3.874 -1.115
H 16.979 -2.257 0.893
C 12.090 -3.990 -3.562
C 12.152 -3.050 -4.788
C 10.956 -2.002 -4.834
O 13.397 -2.397 -4.800
H 12.727 -4.871 -3.652
H 11.069 -4.346 -3.430
H 12.285 -3.445 -2.639
H 12.040 -3.566 -5.742
H 10.997 -1.563 -3.838
H 9.921 -2.316 -4.969
H 11.184 -1.226 -5.566
H 13.278 -1.665 -4.190
C 14.813 -7.790 6.161
C 14.177 -7.931 4.845
C 14.777 -7.138 3.724
O 14.144 -9.305 4.572
H 14.544 -6.819 6.577
H 15.900 -7.859 6.125
H 14.490 -8.488 6.933
H 13.113 -7.702 4.893
H 14.125 -7.315 2.868
H 15.780 -7.487 3.477
H 14.678 -6.061 3.860
H 14.951 -9.694 4.917
C 10.997 -8.400 0.615
C 11.492 -8.198 -0.859
C 12.367 -6.954 -0.952
O 12.303 -9.279 -1.209
H 10.206 -9.148 0.663
H 10.683 -7.407 0.936
H 11.902 -8.541 1.206
H 10.651 -8.070 -1.541
H 11.924 -6.027 -0.590
H 12.630 -6.666 -1.970
H 13.299 -7.055 -0.396
H 12.649 -9.166 -2.097
*
```

---

2.
Entry from the Open Molecules 2025 dataset: one molecule with the formula C5H3F at a distorted geometry (ωB97M-V/def2-TZVPD).

## Properties
Total energy = -291.8518 Eh
<S²> = 2.05

ORCA input file:
```
! wB97M-V def2-TZVPD RIJCOSX def2/J DEFGRID3
* xyz 0 3
C 0.720 -0.581 0.798
C 1.278 0.756 0.749
C -0.217 -0.466 -0.238
C -0.898 -1.116 -1.140
C -0.011 1.089 0.454
F 2.240 1.622 1.013
H -1.790 -0.763 -1.575
H -0.707 -2.150 -1.259
H -0.615 1.609 1.198
*
```

---

3.
Entry from the Open Molecules 2025 dataset: C4H5N2 as an isolated structure at a distorted geometry (ωB97M-V/def2-TZVPD).

## Properties
Total energy = -264.3878 Eh

ORCA input file:
```
! wB97M-V def2-TZVPD RIJCOSX def2/J DEFGRID3
* xyz 1 1
C -3.204 0.044 0.056
C -1.440 0.021 0.020
C 0.492 -0.146 -0.103
C -0.343 1.070 -0.081
N -0.553 -0.989 -0.094
N 1.750 -0.378 0.117
H -0.483 1.808 -0.863
H -0.068 1.662 0.800
H -0.612 -1.954 0.001
H 2.567 0.197 -0.056
H 1.895 -1.335 0.204
*
```

---

4.
Entry from the Open Molecules 2025 dataset: one molecule with the formula C3H5ClO2 at a distorted geometry (ωB97M-V/def2-TZVPD).

## Properties
Total energy = -727.9093 Eh

ORCA input file:
```
! wB97M-V def2-TZVPD RIJCOSX def2/J DEFGRID3
* xyz 0 1
C -1.547 0.471 0.138
C -0.107 0.257 -0.465
C 2.107 -0.705 0.478
H -1.899 1.300 -0.623
H -1.534 0.699 1.126
H 0.231 1.354 -0.841
H -0.268 -0.359 -1.341
H 2.396 -0.878 1.554
O 0.688 -0.255 0.749
O 2.510 -0.866 -0.728
Cl -2.577 -1.018 -0.047
*
```

---

5.
Entry from the Open Molecules 2025 dataset: CHI2NO as an isolated structure at a distorted geometry (ωB97M-V/def2-TZVPD).

## Properties
Total energy = -764.0257 Eh

ORCA input file:
```
! wB97M-V def2-TZVPD RIJCOSX def2/J DEFGRID3
* xyz 0 1
C 0.042 -0.852 -0.510
N -0.654 -1.645 0.305
O 0.347 -1.126 -1.630
I -0.837 -3.408 -0.552
I -1.408 -1.313 2.186
H 0.000 0.261 -0.122
*
```

---

6.
Entry from the Open Molecules 2025 dataset: a 2-piece molecular cluster, C6H10O4 overall at a distorted geometry (ωB97M-V/def2-TZVPD).

## Properties
Total energy = -535.3327 Eh

ORCA input file:
```
! wB97M-V def2-TZVPD RIJCOSX def2/J DEFGRID3
* xyz 0 1
C -1.842 0.363 -0.546
C -1.851 0.518 0.981
C 0.190 -0.780 0.360
C 1.745 -0.346 0.390
C 1.698 1.257 0.068
C -0.237 -0.034 -0.799
H -1.508 -1.538 -0.724
H -2.419 1.074 -1.173
H -1.660 1.703 1.117
H -2.796 0.251 1.424
H 0.441 -1.808 0.402
H 2.150 -0.523 1.339
H 2.157 -2.152 -0.612
H 2.640 1.563 -0.641
H 1.736 1.932 1.022
H 0.111 -0.409 -1.711
O -2.569 -0.788 -0.931
O -0.828 -0.582 1.239
O 2.414 -1.041 -0.485
O 0.429 1.338 -0.721
*
```

---

7.
Entry from the Open Molecules 2025 dataset: one molecule with the formula C15H26N4OS at a distorted geometry (ωB97M-V/def2-TZVPD).

## Properties
Total energy = -1279.6570 Eh

ORCA input file:
```
! wB97M-V def2-TZVPD RIJCOSX def2/J DEFGRID3
* xyz 0 1
C -2.746 -3.153 -1.048
C -2.175 -2.261 0.048
C -3.242 -1.417 0.746
H -2.814 -0.984 1.654
H -4.073 -2.059 1.045
C -3.793 -0.288 -0.141
C -2.738 0.704 -0.454
N -1.939 0.664 -1.480
N -1.080 1.694 -1.395
C -1.360 2.353 -0.300
N -2.411 1.770 0.347
C -3.031 2.217 1.561
H -3.916 2.820 1.341
H -3.321 1.360 2.168
H -2.318 2.830 2.113
S -0.537 3.753 0.315
C 0.955 3.731 -0.730
H 1.449 4.680 -0.523
H 0.635 3.670 -1.768
C 1.866 2.573 -0.314
O 2.691 2.709 0.565
N 1.645 1.455 -1.027
H 0.794 1.438 -1.587
C 2.211 0.153 -0.700
C 3.739 0.181 -0.699
C 4.286 -1.211 -0.402
C 3.769 -1.713 0.943
C 2.244 -1.733 0.954
C 1.694 -0.343 0.654
H 0.600 -0.364 0.640
H 2.014 0.358 1.427
H 1.881 -2.072 1.927
H 1.883 -2.436 0.199
H 4.156 -2.715 1.141
H 4.126 -1.051 1.734
H 5.377 -1.182 -0.394
H 3.975 -1.902 -1.191
H 4.095 0.531 -1.670
H 4.078 0.885 0.061
H 1.867 -0.529 -1.485
H -4.624 0.208 0.366
H -4.156 -0.705 -1.079
H -1.423 -1.602 -0.389
H -1.683 -2.885 0.797
H -3.542 -3.783 -0.655
H -3.142 -2.557 -1.865
H -1.967 -3.795 -1.449
*
```

---

8.
Entry from the Open Molecules 2025 dataset: a 2-piece molecular cluster, C4H8F2N2 overall at a distorted geometry (ωB97M-V/def2-TZVPD).

## Properties
Total energy = -466.3361 Eh

ORCA input file:
```
! wB97M-V def2-TZVPD RIJCOSX def2/J DEFGRID3
* xyz 0 1
C 2.611 0.136 -0.961
C -2.222 -0.151 0.602
C -0.471 0.549 -0.926
C -0.932 -0.507 0.017
N 2.458 -0.552 0.164
N -0.110 1.663 -0.507
F -0.038 -0.721 0.984
F -0.903 -1.749 -0.577
H 2.927 1.173 -0.619
H -2.143 0.799 1.224
H -2.448 -1.021 1.215
H -2.845 0.038 -0.204
H -0.547 0.406 -1.995
H 2.465 -0.249 1.089
H 2.194 -1.498 -0.031
H 0.001 1.683 0.525
*
```

---

Look up the total energy of the first one. -2804.8819 Eh